Entry 1:
One molecule with the formula C11H9F8NO5. Source: OMol25; level of theory: wB97M-V/def2-TZVPD.

For the largest force on an atom, the calculation gives 5.55 eV/A. The HOMO energy comes out at -0.3992 Ha. As for the molecular weight: 387.179 g/mol. As for the energy relative to the best compared isomer or geometry (same formula, charge and spin): 0.0000 eV. As for the spin multiplicity: 1. Its HOMO-LUMO gap is 11.250 eV.

Each line ends with the Mulliken charge.
Atoms and positions in Å:
1 N -3.367 0.281 0.200  -0.478
2 C -3.025 0.487 -0.850  0.518
3 O -2.232 0.738 -1.876  -0.424
4 C -2.035 -0.466 -2.684  1.262
5 C -0.723 -1.260 -2.413  -1.088
6 C -0.076 -0.678 -1.132  -0.439
7 O 1.156 -1.325 -0.791  -0.463
8 C 1.381 -1.329 0.607  -0.940
9 C 1.404 0.085 1.233  1.125
10 F 2.013 0.921 0.349  -0.329
11 F 0.173 0.528 1.588  -0.297
12 C 2.258 0.162 2.552  0.459
13 F 1.495 -0.437 3.507  -0.318
14 F 3.393 -0.558 2.474  -0.304
15 C 2.658 1.623 2.958  0.717
16 F 3.847 1.868 2.362  -0.278
17 F 1.770 2.553 2.579  -0.270
18 C 2.864 1.818 4.497  0.101
19 F 1.689 1.737 5.158  -0.243
20 F 3.786 0.958 4.959  -0.251
21 C -3.342 -1.274 -2.923  -0.710
22 O -4.095 -0.323 -3.689  -0.365
23 C -3.241 0.710 -4.066  0.663
24 O -3.506 1.785 -4.323  -0.393
25 O -1.965 0.103 -3.999  -0.506
26 H -0.050 -1.215 -3.284  0.275
27 H -1.005 -2.311 -2.214  0.331
28 H 0.160 0.389 -1.323  0.344
29 H -0.776 -0.783 -0.278  0.446
30 H 0.673 -2.009 1.128  0.355
31 H 2.374 -1.801 0.729  0.451
32 H 3.202 2.866 4.620  0.285
33 H -3.842 -1.744 -2.063  0.383
34 H -3.018 -2.098 -3.592  0.388

***

Entry 2:
C11H9HfS2 as an isolated structure. Source: OMol25; level of theory: wB97M-V/def2-TZVPD.

For the largest force on an atom, the calculation gives 5.44 eV/A. The HOMO energy comes out at -0.4451 Ha. As for the molecular weight: 383.817 g/mol. As for the charge: +1. As for the spin multiplicity: 1. Its HOMO-LUMO gap is 6.618 eV.

Each line ends with the Mulliken charge.
Atoms and positions in Å:
1 Hf -1.422 -0.807 1.009  0.849
2 C -1.365 -3.365 0.689  -0.447
3 C -0.226 -2.939 1.299  -0.337
4 C 0.447 -2.150 0.392  0.050
5 C -0.386 -1.893 -0.706  -0.801
6 C -1.488 -2.740 -0.668  -0.116
7 H -2.275 -3.961 1.163  0.367
8 H 0.217 -3.281 2.337  0.359
9 H 1.389 -1.653 0.502  0.377
10 H 0.010 -1.248 -1.375  0.604
11 H -2.637 -2.909 -1.132  0.296
12 S 0.178 0.541 2.288  -0.325
13 C 0.392 1.505 0.738  0.556
14 C 1.585 2.158 0.721  -0.593
15 C 1.967 2.918 -0.345  -0.480
16 C 1.096 3.017 -1.461  -0.457
17 C -0.208 2.504 -1.421  -0.528
18 C -0.576 1.722 -0.269  0.494
19 S -2.244 1.004 -0.412  -0.357
20 H 2.107 1.987 1.617  0.468
21 H 2.928 3.506 -0.347  0.335
22 H 1.464 3.599 -2.384  0.297
23 H -0.953 2.484 -2.235  0.388

***

Entry 3:
An isolated ion of composition C11H9N2S and charge +1. Source: OMol25; level of theory: wB97M-V/def2-TZVPD.

For the largest force on an atom, the calculation gives 6.10 eV/A. The HOMO energy (spin up / spin down) comes out at -0.4483 / -0.4500 Ha. As for the molecular weight: 201.274 g/mol. As for the energy relative to the best compared isomer or geometry (same formula, charge and spin): 2.9280 eV. As for the charge: +1. As for the spin multiplicity: 1. Its HOMO-LUMO gap (spin up / spin down) is 6.266 / 6.641 eV.

Each line ends with the Mulliken charge.
Atoms and positions in Å:
1 C -3.095 -1.083 3.145  0.627
2 C 2.721 -0.565 -1.603  -0.442
3 C 1.479 -0.335 -2.213  -0.602
4 C 2.934 -0.315 -0.282  -0.480
5 C 0.407 0.073 -1.403  -0.315
6 C 1.883 0.029 0.545  -0.545
7 C -2.512 1.015 -0.374  -0.259
8 C -3.728 0.396 -0.440  -0.424
9 C -3.204 -0.631 1.937  -0.321
10 C 0.667 0.259 -0.016  1.101
11 C -0.371 0.773 0.893  -0.501
12 N -2.864 -1.237 4.326  -0.305
13 N -1.625 0.824 0.555  -0.319
14 S -4.401 -0.628 0.837  0.075
15 H 3.345 -1.234 -2.222  0.334
16 H 1.314 -0.416 -3.231  0.462
17 H 4.026 -0.336 0.071  0.305
18 H -0.661 0.107 -1.717  0.322
19 H 2.065 0.076 1.606  0.341
20 H -2.333 1.660 -1.123  0.663
21 H -4.473 0.663 -1.157  0.433
22 H -2.945 -1.692 5.206  0.290
23 H -0.057 0.883 1.841  0.559

***

Entry 4:
C11H9N3 as an isolated structure. Source: OMol25; level of theory: wB97M-V/def2-TZVPD.

For the largest force on an atom, the calculation gives 7.45 eV/A. The HOMO energy comes out at -0.2991 Ha. As for the molecular weight: 183.214 g/mol. As for the energy relative to the best compared isomer or geometry (same formula, charge and spin): 4.9665 eV. As for the spin multiplicity: 1. Its HOMO-LUMO gap is 7.818 eV.

Each line ends with the Mulliken charge.
Atoms and positions in Å:
1 C 2.596 2.487 1.151  -1.013
2 C 1.843 1.144 0.941  0.719
3 C 2.339 -0.150 1.459  -0.491
4 C 1.394 -1.190 1.437  -0.830
5 C 0.367 -0.950 0.460  1.531
6 C -0.471 -1.992 0.167  -0.386
7 C -1.631 -2.171 -0.519  -0.499
8 C -3.183 -0.683 -1.921  -0.486
9 C -2.853 0.722 -2.285  -0.208
10 C -1.332 0.195 -0.861  -0.087
11 C -0.036 0.240 -0.035  0.405
12 H 2.331 3.328 0.275  0.271
13 H 2.253 3.444 2.038  0.244
14 H 3.798 2.433 1.078  0.284
15 H 3.482 -0.223 1.644  0.270
16 H 1.846 -2.178 1.852  0.243
17 H 0.292 -2.836 0.525  0.070
18 H -2.119 -3.213 -0.569  0.319
19 H -4.220 -1.237 -1.746  0.242
20 H -3.376 1.179 -3.031  0.514
21 N -2.159 -0.897 -0.798  0.089
22 N -1.727 1.155 -1.730  -0.633
23 N 0.565 1.395 0.469  -0.570

***

Entry 5:
An isolated ion of composition C11H9O2S and charge -1. Source: OMol25; level of theory: wB97M-V/def2-TZVPD.

For the largest force on an atom, the calculation gives 5.26 eV/A. The HOMO energy comes out at -0.1478 Ha. As for the molecular weight: 205.258 g/mol. As for the energy relative to the best compared isomer or geometry (same formula, charge and spin): 0.0000 eV. As for the charge: -1. As for the spin multiplicity: 1. Its HOMO-LUMO gap is 7.170 eV.

Each line ends with the Mulliken charge.
Atoms and positions in Å:
1 C -2.625 -0.937 1.749  -0.627
2 C -1.693 -1.651 2.539  -0.466
3 C -2.218 -0.156 0.688  -0.377
4 C -0.387 -1.449 2.323  -0.504
5 C -0.873 -0.115 0.345  0.155
6 C -0.033 -0.707 1.297  0.415
7 C -1.119 -0.239 -2.209  0.432
8 C 2.199 0.711 -1.753  -0.673
9 C 1.831 -0.729 -1.926  -0.532
10 C -0.247 0.427 -0.858  -0.061
11 C 1.191 0.073 -0.857  0.507
12 O -1.811 -1.223 -1.967  -0.674
13 O -0.965 0.476 -3.207  -0.709
14 S 1.713 -0.438 0.867  -0.408
15 H -3.627 -1.015 1.979  0.472
16 H -1.992 -2.268 3.394  0.301
17 H -3.074 0.110 -0.036  0.188
18 H 0.379 -1.884 2.925  0.372
19 H 3.157 0.897 -1.404  0.299
20 H 1.896 1.446 -2.484  0.258
21 H 1.140 -0.854 -2.732  0.292
22 H 2.705 -1.559 -1.812  0.178
23 H -0.268 1.505 -1.034  0.163

***

Entry 6:
A 10-piece molecular cluster, C129H76O21 overall. Source: OMol25; level of theory: wB97M-V/def2-TZVPD.

For the largest force on an atom, the calculation gives 4.88 eV/A. The HOMO energy comes out at -0.3403 Ha. As for the molecular weight: 1962.006 g/mol. As for the spin multiplicity: 1. Its HOMO-LUMO gap is 7.870 eV.

Each line ends with the Mulliken charge.
Atoms and positions in Å:
1 C -5.563 -1.938 -2.930  -0.028
2 C -6.021 -0.863 -1.879  -0.090
3 O -7.219 -1.519 -1.412  -0.502
4 C -7.299 -2.842 -1.645  0.667
5 O -8.097 -3.594 -1.178  -0.564
6 O -6.408 -3.121 -2.678  -0.331
7 H -4.532 -2.190 -2.763  0.056
8 H -5.729 -1.588 -3.926  0.340
9 H -6.222 0.087 -2.227  0.517
10 H -5.324 -0.883 -1.020  0.005
11 C 0.524 -0.783 -2.954  -0.308
12 C 0.744 0.376 -3.713  -1.420
13 C 2.027 0.888 -3.857  -0.677
14 C 3.130 0.128 -3.448  0.597
15 C 2.918 -1.149 -2.848  -0.632
16 C 1.580 -1.547 -2.538  -0.364
17 C 4.048 -1.889 -2.314  0.809
18 O 3.923 -2.974 -1.718  -0.676
19 C 5.498 -1.334 -2.459  0.575
20 C 6.500 -1.907 -1.742  -0.565
21 C 7.725 -1.219 -1.691  -0.209
22 C 7.890 -0.002 -2.324  -0.853
23 C 6.849 0.534 -3.078  -0.757
24 C 5.609 -0.101 -3.089  0.419
25 C 4.523 0.543 -3.745  0.345
26 O 4.663 1.526 -4.474  -0.694
27 H -0.515 -1.072 -2.809  0.760
28 H -0.024 0.960 -4.102  0.693
29 H 2.302 1.711 -4.436  0.741
30 H 1.358 -2.487 -2.087  0.787
31 H 6.282 -2.735 -1.060  0.384
32 H 8.612 -1.654 -1.182  0.324
33 H 8.853 0.435 -2.255  0.464
34 H 7.018 1.510 -3.566  0.401
35 C -7.572 1.157 -6.466  -0.361
36 C -8.154 1.588 -7.665  -0.876
37 C -7.613 2.655 -8.343  -0.744
38 C -6.523 3.324 -7.760  0.783
39 C -5.922 2.848 -6.607  0.445
40 C -6.368 1.719 -5.987  -0.387
41 C -4.740 3.599 -6.045  0.164
42 O -4.396 3.382 -4.907  -0.774
43 C -4.165 4.668 -6.860  0.292
44 C -3.008 5.340 -6.388  -0.731
45 C -2.518 6.466 -7.077  -0.668
46 C -3.127 6.872 -8.231  -0.568
47 C -4.207 6.170 -8.711  -0.755
48 C -4.660 5.032 -8.045  1.027
49 C -5.878 4.374 -8.575  0.385
50 O -6.299 4.588 -9.717  -0.695
51 H -8.043 0.322 -5.838  0.316
52 H -8.948 0.985 -8.145  0.386
53 H -8.055 3.059 -9.228  0.537
54 H -5.764 1.279 -5.188  0.549
55 H -2.459 5.094 -5.502  0.507
56 H -1.655 6.890 -6.654  0.520
57 H -2.786 7.855 -8.607  0.340
58 H -4.821 6.620 -9.532  0.358
59 C 5.653 7.254 -0.703  -0.437
60 C 7.005 6.961 -0.443  -0.841
61 C 7.252 6.066 0.595  -0.699
62 C 6.200 5.378 1.241  -0.343
63 C 4.871 5.514 0.753  0.907
64 C 4.582 6.503 -0.135  -0.202
65 C 3.814 4.573 1.297  0.136
66 O 2.700 4.619 0.811  -0.776
67 C 4.180 3.506 2.259  1.384
68 C 3.176 2.685 2.739  -1.010
69 C 3.551 1.714 3.704  -0.967
70 C 4.826 1.652 4.170  -0.022
71 C 5.773 2.582 3.848  -1.084
72 C 5.473 3.518 2.850  -0.198
73 C 6.533 4.427 2.374  0.864
74 O 7.588 4.475 2.927  -0.642
75 H 5.435 7.858 -1.603  0.288
76 H 7.843 7.300 -0.966  0.483
77 H 8.261 5.824 0.860  0.510
78 H 3.635 6.737 -0.514  0.584
79 H 2.163 2.643 2.363  0.798
80 H 2.799 1.101 4.090  0.629
81 H 5.075 0.955 4.979  0.256
82 H 6.728 2.601 4.351  0.502
83 C 8.706 -1.604 3.403  -1.211
84 C 7.532 -2.371 3.603  -1.061
85 C 6.349 -2.094 2.947  -0.705
86 C 6.363 -1.021 2.054  0.187
87 C 7.487 -0.201 1.856  0.544
88 C 8.682 -0.573 2.495  -0.554
89 C 7.420 0.994 1.012  0.399
90 O 8.375 1.745 0.971  -0.746
91 C 6.187 1.310 0.280  0.783
92 C 6.139 2.389 -0.661  -0.537
93 C 4.963 2.774 -1.283  0.086
94 C 3.798 2.126 -0.880  0.063
95 C 3.871 0.993 -0.092  0.274
96 C 5.048 0.588 0.451  0.186
97 C 5.069 -0.577 1.375  -0.020
98 O 4.089 -1.267 1.536  -0.293
99 H 9.538 -1.785 4.106  0.331
100 H 7.393 -3.024 4.430  0.531
101 H 5.445 -2.620 3.054  1.221
102 H 9.582 -0.021 2.373  0.625
103 H 7.074 2.937 -0.903  0.226
104 H 4.937 3.634 -2.015  -0.028
105 H 2.888 2.512 -1.363  -0.195
106 H 2.985 0.426 0.154  -0.501
107 C -9.115 2.896 -3.895  -0.866
108 C -8.831 2.731 -2.537  -0.986
109 C -7.901 3.557 -1.882  -0.691
110 C -7.352 4.619 -2.591  0.297
111 C -7.623 4.745 -3.997  0.871
112 C -8.506 3.897 -4.622  -0.670
113 C -6.961 5.800 -4.775  0.286
114 O -7.150 5.946 -5.948  -0.650
115 C -5.879 6.659 -4.113  0.918
116 C -5.187 7.600 -4.899  -1.010
117 C -4.261 8.431 -4.290  -0.813
118 C -4.128 8.358 -2.862  -0.305
119 C -4.907 7.593 -2.063  -0.831
120 C -5.707 6.662 -2.744  0.329
121 C -6.422 5.627 -1.960  0.600
122 O -6.339 5.611 -0.721  -0.717
123 H -9.865 2.421 -4.460  0.576
124 H -9.184 1.883 -2.068  0.613
125 H -7.533 3.308 -0.891  0.490
126 H -8.753 4.222 -5.595  0.633
127 H -5.428 7.614 -5.954  0.569
128 H -3.604 9.084 -4.871  0.456
129 H -3.367 8.945 -2.420  0.479
130 H -4.870 7.606 -0.929  0.378
131 C -7.034 -7.101 -2.618  -0.926
132 C -7.590 -8.054 -1.854  -0.189
133 C -7.344 -8.177 -0.482  -0.614
134 C -6.675 -7.194 0.216  0.352
135 C -6.051 -6.177 -0.551  0.909
136 C -6.198 -6.181 -1.941  -0.328
137 C -5.241 -5.121 0.040  0.384
138 O -4.958 -4.165 -0.715  -0.719
139 C -4.650 -5.351 1.334  0.185
140 C -3.519 -4.590 1.643  -0.738
141 C -2.750 -5.029 2.727  -0.127
142 C -3.154 -6.081 3.545  -0.590
143 C -4.306 -6.794 3.241  -0.869
144 C -5.065 -6.421 2.083  0.327
145 C -6.354 -7.142 1.670  0.176
146 O -6.969 -7.748 2.487  -0.576
147 H -7.330 -6.948 -3.703  0.324
148 H -8.386 -8.748 -2.242  0.294
149 H -7.868 -8.926 0.131  0.393
150 H -5.734 -5.337 -2.413  0.445
151 H -3.212 -3.853 0.938  0.423
152 H -1.841 -4.565 3.007  0.538
153 H -2.518 -6.179 4.431  0.391
154 H -4.695 -7.552 3.923  0.441
155 C -1.592 -1.050 5.430  -1.031
156 C -0.794 -1.000 4.300  -0.600
157 C 0.508 -1.364 4.426  0.486
158 C 1.081 -1.695 5.658  0.404
159 C 0.275 -1.709 6.757  0.905
160 C -1.083 -1.487 6.632  -1.044
161 C 0.840 -2.087 8.122  0.328
162 O 0.169 -2.473 9.065  -0.672
163 C 2.431 -2.017 8.222  0.433
164 C 3.082 -2.063 9.437  -0.868
165 C 4.421 -1.969 9.505  -0.694
166 C 5.189 -1.969 8.348  -1.087
167 C 4.581 -2.146 7.123  0.202
168 C 3.195 -2.042 7.048  0.499
169 C 2.556 -1.751 5.719  -0.466
170 O 3.243 -1.597 4.719  -0.136
171 H -2.616 -0.652 5.394  0.392
172 H -1.317 -0.790 3.381  0.514
173 H 1.157 -1.332 3.571  0.054
174 H -1.610 -1.618 7.601  0.483
175 H 2.416 -2.202 10.273  0.521
176 H 4.865 -1.990 10.445  0.495
177 H 6.282 -2.073 8.365  0.387
178 H 5.258 -2.418 6.347  0.464
179 C 5.518 -5.035 1.505  0.181
180 C 4.305 -5.062 0.809  -1.170
181 C 3.143 -5.179 1.536  -0.273
182 C 3.184 -5.362 2.911  -0.203
183 C 4.415 -5.277 3.592  0.131
184 C 5.594 -5.087 2.881  -0.975
185 C 4.401 -5.234 5.061  0.916
186 O 5.437 -5.032 5.720  -0.789
187 C 3.145 -5.395 5.789  0.764
188 C 3.208 -5.541 7.184  -0.817
189 C 1.968 -5.510 7.839  -0.532
190 C 0.773 -5.426 7.156  -1.058
191 C 0.717 -5.314 5.760  0.432
192 C 1.879 -5.335 5.033  -0.024
193 C 1.883 -5.305 3.576  0.576
194 O 0.855 -5.234 2.942  -0.744
195 H 6.446 -4.948 0.903  0.361
196 H 4.231 -4.826 -0.207  0.586
197 H 2.135 -5.147 1.040  0.523
198 H 6.546 -4.996 3.376  0.760
199 H 4.113 -5.516 7.686  0.645
200 H 1.851 -5.646 8.915  0.346
201 H -0.092 -5.528 7.747  0.501
202 H -0.234 -5.267 5.193  0.154
203 C -0.480 3.960 -1.136  -0.814
204 C -1.540 3.629 -1.965  -1.069
205 C -2.034 2.330 -1.847  -0.262
206 C -1.487 1.440 -0.937  -0.684
207 C -0.396 1.839 -0.151  0.431
208 C 0.100 3.094 -0.203  -0.645
209 C 0.182 0.811 0.733  -0.487
210 O 0.824 1.029 1.708  -0.623
211 C -0.057 -0.638 0.466  1.679
212 C 0.797 -1.643 0.957  0.069
213 C 0.412 -2.966 0.836  0.318
214 C -0.716 -3.267 0.106  -0.831
215 C -1.524 -2.337 -0.483  -0.773
216 C -1.263 -0.984 -0.203  1.211
217 C -1.926 0.034 -1.073  0.339
218 O -2.793 -0.329 -1.868  -0.730
219 H 0.010 4.881 -1.207  0.654
220 H -2.001 4.287 -2.680  0.622
221 H -2.815 1.942 -2.533  0.635
222 H 0.931 3.380 0.436  0.651
223 H 1.721 -1.355 1.512  -0.671
224 H 0.839 -3.748 1.419  -0.176
225 H -0.978 -4.298 0.020  0.698
226 H -2.429 -2.682 -1.077  0.350

***

Short version: E = -1654.3720; -1268.6719; -931.8199; -588.6259; -973.2433; -6541.5403 a.u., in the order given.